(1)
Formula: C26H16ClF9IrNO5PS
Source: the Open Molecules 2025 dataset
Level of theory: ωB97M-V with the def2-TZVPD basis set

Geometry as XYZ:
```
61
Properties=species:S:1:pos:R:3:forces:R:3
Ir 1.060646 -0.062981 -2.267181 -3.5 -2.3 -0.4
O 0.614164 2.397478 -4.461931 0.5 0.1 -1.6
Cl 0.232254 2.490292 -3.131946 -0.4 0.4 -0.3
O -0.290510 3.718582 -2.747781 -0.3 1.1 0.1
O -0.707685 1.424895 -2.815985 0.0 -1.7 0.5
O 1.392092 2.170457 -2.275640 1.7 -0.9 1.2
O -0.141157 -1.302235 -3.665647 0.9 2.7 1.5
N 0.028749 -2.572594 -3.852452 1.1 -1.9 0.4
C -0.824341 -3.209642 -4.671449 -0.5 -0.3 -0.4
C -0.696114 -4.553553 -4.918394 0.1 0.2 0.1
C 0.325852 -5.271834 -4.298118 0.0 0.3 0.1
C 1.194942 -4.609122 -3.459496 -0.2 0.1 -0.1
C 1.044987 -3.237523 -3.238558 -0.3 0.5 -0.2
S 2.114329 -2.351643 -2.207972 -0.2 2.3 0.5
H -1.592468 -2.585668 -5.103375 0.0 0.0 0.0
H -1.394584 -5.037799 -5.579894 -0.1 0.0 -0.1
H 0.433489 -6.329441 -4.472849 0.0 -0.1 0.0
H 1.993180 -5.127424 -2.953766 0.1 0.0 0.0
F -3.363191 -3.701784 3.925826 -0.1 0.2 0.0
C -2.059888 -3.868609 3.671653 0.0 -0.2 0.2
F -1.904761 -5.116701 3.222631 0.1 -0.1 -0.2
F -1.414371 -3.790963 4.845274 0.1 0.1 0.1
C -1.541851 -2.829047 2.707606 0.0 -0.1 0.0
C -1.824003 -1.494071 2.973692 0.1 -0.2 -0.1
C -1.332581 -0.512194 2.136154 0.0 0.2 0.0
C -0.557744 -0.868701 1.035964 0.0 -0.3 -0.8
C -0.300741 -2.207708 0.765106 0.1 0.1 -0.2
C -0.787081 -3.195570 1.603248 -0.1 0.0 0.3
P 0.234435 0.429613 0.030510 0.8 -0.1 -0.5
C -0.914490 1.820228 0.013142 0.2 -0.1 -0.3
C -0.448929 3.130596 0.104874 0.0 -0.2 0.2
C -1.339912 4.183297 -0.009631 -0.3 0.0 0.0
C -2.679710 3.921160 -0.255476 0.2 0.0 0.0
C -3.148435 2.616208 -0.371726 0.1 0.0 0.0
C -2.264839 1.564526 -0.244540 0.1 0.1 0.1
C -3.664958 5.049351 -0.438515 -0.3 0.2 0.2
F -4.583897 5.052112 0.543806 0.0 -0.2 0.1
F -3.085515 6.248065 -0.428576 0.3 0.1 0.0
F -4.339391 4.935331 -1.588905 0.1 -0.2 -0.2
C 1.640616 0.882186 1.097585 0.1 0.0 -0.6
C 1.451611 1.653555 2.242244 -0.1 0.0 0.0
C 2.525173 1.915490 3.072498 0.1 -0.1 0.0
C 3.776445 1.391169 2.770714 0.0 0.0 0.0
C 3.973183 0.624660 1.630306 0.0 0.1 0.3
C 2.901525 0.374300 0.790807 -0.1 0.0 -0.2
C 4.930399 1.705217 3.693973 0.2 0.1 0.1
F 4.552260 1.698317 4.977118 -0.2 0.0 0.1
F 5.933210 0.831839 3.576823 0.1 -0.2 -0.2
F 5.433687 2.922386 3.440490 -0.1 0.1 -0.1
H -2.422885 -1.239457 3.834997 0.0 0.1 0.0
H -1.548870 0.526908 2.331591 -0.1 0.1 0.1
H 0.285208 -2.477364 -0.103302 0.0 0.0 0.0
H -0.581678 -4.238778 1.412291 0.0 0.0 0.0
H 0.604656 3.332972 0.245178 0.0 0.0 0.0
H -0.991351 5.201820 0.061734 0.0 0.1 0.0
H -4.191040 2.434714 -0.580208 -0.1 0.0 0.0
H -2.612088 0.547828 -0.354654 -0.1 -0.1 0.0
H 0.477439 2.057557 2.482668 0.0 0.0 0.0
H 2.399821 2.518253 3.958872 -0.1 0.0 0.1
H 4.954519 0.230383 1.414924 0.0 0.0 -0.1
H 3.042188 -0.209340 -0.116334 0.0 0.1 0.2
```
Positions in Å, forces in eV/Å.

Properties
F_max   0.0828 Eh/bohr
Charge   +1
Frontier orbital gap (alpha / beta)   0.248 / 0.249 Ha



(2)
Formula: C33H22CeCl4F5O3PS
Source: the Open Molecules 2025 dataset
Level of theory: ωB97M-V with the def2-TZVPD basis set

Geometry as XYZ:
```
70
Properties=species:S:1:pos:R:3:forces:R:3
Ce 0.201063 0.038720 -1.769971 -1.3 0.7 -0.1
C -4.711196 3.419290 2.969079 0.0 0.0 0.0
C -4.812730 3.137912 1.611057 0.1 0.0 0.0
C -3.727490 2.603162 0.933619 0.0 0.0 0.1
C -2.518404 2.362583 1.596975 -0.2 -0.1 -0.1
C -2.426245 2.646730 2.953658 0.0 0.1 0.0
C -3.520765 3.171927 3.634745 0.0 0.0 0.0
P -1.183922 1.656675 0.566668 0.2 0.4 0.0
C 0.281113 1.581362 1.674057 -0.2 -0.1 0.2
C 0.239083 0.659678 2.726482 0.0 0.0 0.0
C 1.307367 0.524282 3.599063 0.0 0.0 0.0
C 2.452886 1.294316 3.416265 -0.1 0.0 -0.1
C 2.516269 2.194176 2.359759 -0.1 -0.1 0.0
C 1.433783 2.342979 1.494278 0.1 0.0 0.0
C -0.735633 2.998398 -0.563376 0.0 -0.1 -0.1
C -1.005228 4.350021 -0.378580 0.1 0.2 -0.1
C -0.570280 5.263313 -1.330387 0.0 -0.1 0.0
C 0.132230 4.814558 -2.444768 -0.1 0.0 0.1
C 0.394009 3.461558 -2.612206 0.1 0.0 -0.1
C -0.042486 2.513441 -1.684083 0.0 -0.3 0.0
H -5.558995 3.827942 3.505435 0.0 0.0 0.0
H -5.738889 3.327174 1.082347 0.0 0.0 0.0
H -3.811676 2.375236 -0.125172 0.0 0.0 0.1
H -1.499621 2.477223 3.487274 0.0 0.0 0.0
H -3.436431 3.389300 4.692014 0.0 0.0 0.0
H -0.635567 0.029896 2.847323 0.0 0.0 0.0
H 1.252756 -0.186969 4.416684 0.0 0.0 -0.1
H 3.290899 1.195046 4.095614 0.0 0.0 0.0
H 3.404040 2.797436 2.214625 0.0 0.0 0.0
H 1.495121 3.051163 0.676080 0.0 0.0 0.0
H -1.548304 4.686230 0.497945 0.0 0.0 0.0
H -0.778642 6.319036 -1.205716 0.0 0.0 0.0
H 0.470751 5.522836 -3.191171 0.0 0.0 0.0
H 0.938201 3.146304 -3.494481 0.0 0.0 0.0
Cl -2.687224 -6.249785 -1.059756 0.0 0.0 0.0
C -2.022399 -4.714412 -0.645906 0.0 0.1 0.0
C -1.501558 -4.492876 0.624621 0.0 0.1 -0.1
Cl -1.520863 -5.738156 1.814369 0.0 0.0 0.0
C -0.928235 -3.254953 0.919484 0.1 -0.1 0.1
Cl -0.279817 -2.922185 2.494045 -0.1 0.0 -0.1
C -0.822426 -2.268176 -0.051768 0.2 0.4 0.5
O -0.165982 -1.119361 0.156444 -0.3 -0.5 -0.6
C -1.395712 -2.466705 -1.312661 -0.2 0.1 -0.3
O -1.318450 -1.458216 -2.203084 0.3 -0.2 0.7
C -1.985119 -3.687937 -1.594979 -0.1 -0.1 -0.3
Cl -2.631472 -3.906207 -3.178897 0.0 -0.1 0.0
F 1.950897 0.348371 -5.117045 0.7 0.5 -0.3
C 1.007833 0.341400 -4.175676 -0.7 -0.5 0.0
F 0.947599 -1.094128 -3.815261 -0.2 0.0 0.1
C -0.334087 0.545505 -4.897502 0.0 0.1 0.1
F -0.748563 -0.461439 -5.656451 0.0 0.0 -0.1
F -0.309128 1.655081 -5.627888 0.0 0.1 -0.1
F -1.299012 0.731823 -3.929222 0.1 -0.2 -0.1
C 4.128235 -0.976902 0.675076 0.1 0.2 -0.1
S 2.356132 -1.037348 0.437571 0.8 -0.3 0.0
O 2.228246 -0.301761 -0.928603 0.4 -0.3 0.7
C 2.266553 -2.777554 0.018894 -0.2 0.0 -0.2
C 1.842608 -3.155957 -1.247587 0.2 0.1 0.1
C 1.656661 -4.500347 -1.531607 -0.1 -0.1 0.0
C 1.882329 -5.450953 -0.545562 0.0 0.0 0.0
C 2.306689 -5.061245 0.719919 0.0 0.0 -0.1
C 2.495678 -3.719526 1.011625 0.0 0.1 0.0
H 4.619007 -1.342248 -0.227926 0.0 0.0 0.1
H 4.373076 -1.595429 1.539730 0.0 0.1 -0.1
H 4.383158 0.066116 0.872116 0.0 -0.1 0.0
H 1.678121 -2.412570 -2.017169 0.0 -0.1 0.0
H 1.310419 -4.797245 -2.514418 0.0 0.0 0.0
H 1.715690 -6.499435 -0.759370 0.0 0.0 0.0
H 2.474505 -5.803625 1.489461 0.0 0.0 0.0
H 2.779545 -3.414549 2.013850 0.0 0.0 -0.1
```
Positions in Å, forces in eV/Å.

Properties
F_max   0.0285 Eh/bohr
Energy above the lowest of the compared OMol25 structures with the same formula, charge and spin   0.0 kJ/mol
Frontier orbital gap   0.249 Ha



(3)
Formula: C35H28CrN6O5S
Source: the Open Molecules 2025 dataset
Level of theory: ωB97M-V with the def2-TZVPD basis set

Geometry as XYZ:
```
76
Properties=species:S:1:pos:R:3:forces:R:3
Cr 0.655467 0.158317 0.271720 0.0 0.3 0.0
C 1.686131 -0.109418 -8.081233 0.0 0.0 0.0
C 1.067250 0.167071 -6.737510 0.0 0.0 0.0
C 1.792656 -0.049308 -5.570662 0.0 0.0 0.0
C 1.237311 0.198130 -4.324277 0.0 0.0 0.0
C -0.057456 0.681145 -4.241070 0.0 0.0 0.0
C -0.796741 0.912898 -5.392588 0.0 0.0 0.0
C -0.235527 0.647159 -6.630657 0.0 0.0 0.0
S -0.830520 1.055695 -2.686179 0.0 0.1 0.0
O -1.348575 2.396728 -2.842303 0.0 0.0 0.0
O -1.755590 0.003263 -2.371566 0.0 0.0 0.0
N 0.351695 1.002494 -1.605828 0.0 -0.1 0.0
C 1.320985 1.969922 -1.518165 0.0 0.1 0.0
C 1.700926 2.963317 -2.428116 0.0 0.0 0.0
C 2.773106 3.759378 -2.083105 0.0 0.0 0.0
C 3.442981 3.574541 -0.873601 0.0 0.0 0.0
C 2.983223 2.589168 -0.023921 0.0 0.0 0.0
N 1.939283 1.831007 -0.337414 0.0 -0.1 0.0
H 2.025698 -1.144292 -8.148822 0.0 0.0 0.0
H 2.554309 0.530053 -8.251497 0.0 0.0 0.0
H 0.974303 0.066729 -8.887300 0.0 0.0 0.0
H 2.809344 -0.421056 -5.630171 0.0 0.0 0.0
H 1.814334 0.022395 -3.425750 0.0 0.0 0.0
H -1.801909 1.305774 -5.312633 0.0 0.0 0.0
H -0.815360 0.821422 -7.529739 0.0 0.0 0.0
H 1.163328 3.099366 -3.354376 0.0 0.0 0.0
H 3.098462 4.535919 -2.764709 0.0 0.0 0.0
H 4.292477 4.182451 -0.598531 0.0 0.0 0.0
H 3.440525 2.402232 0.940957 0.0 0.0 0.0
C -1.116565 -3.666102 1.383206 0.0 0.0 0.0
C -2.474591 -3.377247 1.337545 0.0 0.0 0.0
C -2.886140 -2.093349 1.022527 0.0 0.0 0.0
C -1.937480 -1.113627 0.737671 0.0 0.0 0.0
C -0.563603 -1.389313 0.728624 0.0 0.0 0.0
C -0.181128 -2.683641 1.083636 0.0 0.0 0.0
C -2.282795 0.294383 0.537399 0.0 0.0 0.0
C -3.606405 0.742001 0.284040 0.0 0.0 0.0
C -3.842628 2.061928 0.103471 0.0 0.0 0.0
C -2.784146 2.990649 0.256536 0.0 0.0 0.0
C -2.975741 4.383206 0.144801 0.0 0.0 0.0
C -1.939577 5.247691 0.359327 0.0 0.0 0.0
C -0.676129 4.743710 0.723029 0.0 0.0 0.0
C -0.461117 3.396584 0.820640 0.0 0.0 0.0
C -1.503124 2.484979 0.549571 0.0 0.0 0.0
N -1.263915 1.133015 0.611629 0.0 0.0 0.0
H -0.786573 -4.661602 1.657086 0.0 0.0 0.0
H -3.205454 -4.142333 1.566893 0.0 0.0 0.0
H -3.943894 -1.860283 1.027491 0.0 0.0 0.0
H 0.873441 -2.926333 1.136614 0.0 0.0 0.0
H -4.395948 0.013446 0.179872 0.0 0.0 0.0
H -4.832946 2.424966 -0.145544 0.0 0.0 0.0
H -3.963076 4.751181 -0.108509 0.0 0.0 0.0
H -2.090664 6.315829 0.272421 0.0 0.0 0.0
H 0.134487 5.428347 0.938410 0.0 0.0 0.0
H 0.497370 3.013244 1.132705 0.0 0.0 0.0
C 2.808698 -3.907905 -1.044583 0.0 0.0 0.0
C 2.243179 -2.801600 -1.942654 0.0 0.0 0.1
C 2.757027 -2.988974 -3.358456 0.0 0.0 0.0
O 0.831706 -2.863193 -2.018914 0.0 -0.1 0.0
C 2.717386 -1.458969 -1.342532 0.2 0.3 -0.1
O 3.759842 -0.951300 -1.711666 0.0 0.0 0.0
O 1.980680 -0.985910 -0.376471 -0.2 -0.6 0.1
H 2.441255 -4.872027 -1.400386 0.0 0.0 0.0
H 2.499999 -3.776581 -0.008419 0.0 0.0 0.0
H 3.899047 -3.903417 -1.082277 0.0 0.0 0.0
H 2.531473 -4.005599 -3.685703 0.0 0.0 0.0
H 3.830743 -2.819395 -3.399632 0.0 0.0 0.0
H 2.257152 -2.297842 -4.034202 0.0 0.0 0.0
H 0.453948 -2.559772 -1.181874 0.0 0.0 0.0
N 1.051412 0.549044 2.180377 0.0 -0.1 0.0
C 1.302310 0.768961 3.292080 0.0 0.0 0.0
C 1.623100 1.031920 4.608646 0.0 0.1 0.0
C 2.885122 1.601802 4.909788 0.0 0.0 0.0
N 3.912486 2.067157 5.155641 0.0 0.0 0.0
C 0.685540 0.768410 5.637601 0.0 0.0 0.0
N -0.077756 0.556518 6.476631 0.0 0.0 0.0
```
Positions in Å, forces in eV/Å.

Properties
F_max   0.0126 Eh/bohr
Energy above the lowest of the compared OMol25 structures with the same formula, charge and spin   36.0 kJ/mol
Charge   -1
⟨S²⟩   0.7587
2S+1   2
Frontier orbital gap (alpha / beta)   0.283 / 0.282 Ha



What is the F_max in the first record? 0.0828 Eh/bohr